Record 1
42
Properties=species:S:1:pos:R:3:forces:R:3 method="wB97M-V/def2-TZVPD" molar_mass_g_mol=308.45 total_energy_ev=-32001.7204 total_charge=0 smiles="C[Si](C)(C)O[C@]12c3ccccc3-c3cccc(c31)C=C[C@@H]2O" de_lowest_kj_mol=50.77 e_homo_ev=-8.31 orbital_gap_ev=8.653
C 2.3964 -0.6565 0.3809 -0.269 -1.449 -0.971
Si 1.1729 -0.7224 1.7645 0.884 1.484 -0.554
C 1.8838 -1.8851 3.0071 -0.273 0.057 0.471
C 1.2760 1.0026 2.5659 -0.334 -0.650 -0.394
O -0.3796 -1.0636 1.1841 0.061 0.684 0.102
C -1.0278 -0.3336 0.0717 0.920 -0.900 -0.202
C -0.8146 -1.1596 -1.1916 0.518 1.713 0.148
C -1.1998 -2.4320 -1.4795 -0.229 -0.284 0.259
C -0.8761 -2.9475 -2.7123 -0.387 -0.684 -0.380
C -0.1287 -2.2166 -3.6069 0.081 -0.501 -1.089
C 0.2838 -0.9337 -3.3395 -0.398 0.505 0.819
C -0.0968 -0.3830 -2.1194 0.629 -0.705 -0.435
C 0.1822 0.9491 -1.5724 -0.446 0.665 0.303
C 0.6629 2.1408 -2.1438 0.425 -1.402 -0.269
C 0.5438 3.3266 -1.4620 -0.552 -0.590 0.057
C -0.1575 3.3361 -0.2719 -0.046 0.293 0.589
C -0.6437 2.1814 0.3382 0.071 0.093 -1.045
C -0.3893 0.9798 -0.3020 -0.068 0.386 -0.465
C -1.6553 2.1526 1.3812 -0.350 -0.870 0.136
C -2.4986 1.1148 1.4139 -0.367 -0.193 0.459
C -2.4797 -0.0921 0.4690 0.867 0.644 0.268
O -2.9504 -1.2556 1.0581 -0.774 -0.756 0.877
H 3.3924 -0.4682 0.7445 0.388 0.293 0.285
H 2.4685 -1.6016 -0.2145 -0.182 0.605 0.403
H 2.0853 0.1206 -0.2941 0.239 0.389 -0.370
H 1.2758 -1.8215 3.9007 -0.082 -0.250 0.455
H 2.9267 -1.6427 3.2961 -0.614 0.131 -0.411
H 1.8620 -2.8907 2.6382 0.011 -0.750 -0.081
H 0.3049 1.1146 3.0439 -0.010 0.520 0.282
H 1.4696 1.8235 1.8650 -0.211 -0.262 0.147
H 2.0646 1.0043 3.3127 0.036 -0.040 0.208
H -1.7565 -3.0070 -0.7723 -0.317 -0.248 0.352
H -1.2838 -3.9088 -3.0179 0.294 0.041 0.141
H 0.0916 -2.6640 -4.5714 0.065 0.076 0.054
H 0.8222 -0.3517 -4.0576 0.319 0.168 -0.322
H 1.1461 2.1252 -3.1078 -0.072 -0.039 -0.256
H 0.8264 4.2355 -1.9497 0.292 0.439 0.030
H -0.3909 4.2916 0.1420 -0.158 0.503 0.479
H -1.7126 2.9510 2.0917 -0.140 0.346 0.301
H -3.2597 1.0247 2.1841 -0.022 0.238 -0.031
H -3.1191 0.1111 -0.4138 0.440 -0.087 0.301
H -2.3173 -1.5486 1.7473 -0.239 0.386 -0.652


Record 2
7
Properties=species:S:1:pos:R:3:forces:R:3 method="wB97M-V/def2-TZVPD" molar_mass_g_mol=216.08 total_energy_ev=-35688.9024 total_charge=+1 de_lowest_kj_mol=157.80 e_homo_ev="-10.63 / -10.63" orbital_gap_ev="4.523 / 4.524"
H 0.5241 -1.2842 0.0653 0.365 1.492 1.808
O -0.8989 0.4799 -1.0819 -0.459 -0.080 0.901
C 0.3319 0.1369 -0.9376 -0.293 0.748 -0.556
C 0.7833 -0.1572 0.4255 0.305 -1.393 -1.772
H 1.8789 -0.1369 0.5055 -0.447 -0.103 0.101
H 0.2810 0.3790 1.2525 -0.369 -0.651 -0.039
Yb -2.9002 0.5825 -0.2292 0.898 -0.011 -0.443


Record 3
16
Properties=species:S:1:pos:R:3:forces:R:3 method="wB97M-V/def2-TZVPD" molar_mass_g_mol=108.14 total_energy_ev=-9327.7429 total_charge=0 de_lowest_kj_mol=382.53 e_homo_ev=-8.38 orbital_gap_ev=9.008
C 2.2603 -0.6003 -0.0099 0.945 -0.042 0.028
C -0.0968 -1.4952 0.0405 0.102 -0.319 -0.025
C 0.9057 -0.2341 0.0101 -0.630 0.561 -0.054
C -1.6999 -1.3043 0.0278 5.109 5.349 -0.109
C -1.1994 0.6281 0.0197 -0.335 0.429 0.010
C 0.5075 1.0850 -0.0016 -5.262 -6.089 0.153
N 3.3820 -0.8613 -0.0314 0.226 -0.100 -0.010
N 0.9808 2.3308 0.0618 0.284 0.197 -0.134
H 0.1737 -2.0570 0.9381 0.066 -0.093 -0.095
H 0.1888 -2.1134 -0.8145 0.052 -0.096 0.109
H -2.2111 -1.4799 0.9509 -0.173 -0.107 0.254
H -2.1985 -1.4986 -0.8996 -0.157 -0.100 -0.224
H -1.6836 1.0439 -0.8580 -0.138 0.187 -0.016
H -1.6408 1.0228 0.9279 -0.154 0.216 0.036
H 0.3673 3.0761 -0.2289 0.112 -0.074 0.036
H 1.9640 2.4574 -0.1330 -0.047 0.082 0.040